# 1
This record from the OMol25 dataset describes a 2-piece molecular cluster, C19H44ClN3O3P overall in a non-equilibrium geometry. The level of theory is ωB97M-V/def2-TZVPD.

As for the LUMO energy: -2.2 eV. The spin multiplicity is 1. The total charge is +1. Its HOMO energy is -10.997 eV.

Cartesian coordinates (Å):
N 1.44 7.06 -0.66
C 1.76 5.62 -0.82
N 0.45 4.92 -1.10
N 2.60 5.37 -2.05
C 2.44 4.93 0.46
O 2.41 5.73 1.67
C 3.47 6.63 1.72
O 4.34 6.80 0.86
O 3.53 7.48 2.88
Cl 2.00 7.39 3.65
H 2.28 7.62 -0.49
H 1.11 7.38 -1.59
H -0.20 5.26 -0.38
H 0.58 3.90 -1.04
H 2.15 5.90 -2.80
H 3.55 5.72 -1.89
H 3.49 4.58 0.16
H 1.87 3.96 0.71
C -2.18 1.51 -1.76
C -0.94 0.66 -2.04
C -1.28 -0.76 -2.48
C -1.73 -1.71 -1.36
P -0.49 -2.39 -0.28
C 0.82 -3.05 -1.35
C 0.48 -4.03 -2.48
C 0.11 -5.46 -2.11
C 1.06 -6.14 -1.13
C -1.14 -3.81 0.59
C -2.26 -3.72 1.61
C -1.94 -3.03 2.93
C -0.65 -3.48 3.60
C 0.44 -1.24 0.72
C -0.08 -0.35 1.86
C -1.43 0.35 1.67
C -1.31 1.85 1.49
H -2.82 1.05 -1.00
H -1.88 2.50 -1.40
H -2.78 1.64 -2.66
H -0.29 0.65 -1.17
H -0.38 1.15 -2.84
H -0.41 -1.18 -2.99
H -2.08 -0.71 -3.23
H -2.18 -2.58 -1.86
H -2.55 -1.27 -0.79
H 1.61 -3.46 -0.72
H 1.27 -2.17 -1.82
H 1.36 -4.08 -3.13
H -0.32 -3.62 -3.10
H 0.08 -6.06 -3.02
H -0.91 -5.50 -1.72
H 2.02 -6.36 -1.60
H 0.63 -7.09 -0.79
H 1.25 -5.54 -0.24
H -0.31 -4.38 1.00
H -1.56 -4.44 -0.20
H -2.58 -4.74 1.84
H -3.13 -3.23 1.16
H -2.77 -3.19 3.63
H -1.93 -1.96 2.76
H -0.74 -4.50 3.97
H -0.43 -2.83 4.45
H 0.21 -3.43 2.93
H 0.97 -0.59 0.02
H 1.24 -1.84 1.17
H 0.69 0.41 2.06
H -0.11 -0.93 2.78
H -2.04 0.19 2.56
H -1.99 -0.09 0.84
H -0.96 2.32 2.41
H -2.29 2.28 1.25
H -0.61 2.11 0.69

---

# 2
This record from the OMol25 dataset describes a 3-piece molecular cluster, C19H44FO6P overall in a non-equilibrium geometry. The level of theory is ωB97M-V/def2-TZVPD.

As for the LUMO energy: 0.5 eV. The spin multiplicity is 1. As for the energy relative to the best compared isomer or geometry (same formula, charge and spin): 0.000 eV. The SMILES is CCOCCOO[P@@](=O)(O)O[C@H](F)CC.CCCCCC.CCCCCC. Its HOMO energy is -9.886 eV.

Cartesian coordinates (Å):
C -4.67 4.55 -2.97
C -4.85 3.05 -2.78
O -3.82 2.39 -3.50
C -3.71 1.00 -3.21
C -2.23 0.64 -3.30
O -1.93 -0.37 -2.33
O -0.63 -0.03 -1.79
P -0.50 -0.55 -0.26
O -1.56 -1.48 0.11
O 0.94 -1.20 -0.14
O -0.44 0.79 0.61
C -1.65 1.56 0.59
F -1.50 2.52 -0.38
C -1.84 2.19 1.96
C -0.93 3.42 2.19
H -4.38 4.72 -4.01
H -5.58 5.10 -2.75
H -3.84 4.88 -2.35
H -5.84 2.73 -3.14
H -4.77 2.80 -1.72
H -4.26 0.45 -3.97
H -4.09 0.77 -2.21
H -1.96 0.29 -4.31
H -1.63 1.52 -3.10
H 1.52 -0.69 0.43
H -2.49 0.92 0.32
H -1.61 1.40 2.68
H -2.88 2.48 2.05
H -0.06 3.40 1.54
H -1.50 4.33 2.01
H -0.59 3.43 3.22
C -0.61 -1.64 4.17
C -0.21 -2.71 3.15
C -1.13 -3.93 3.17
C -1.14 -4.70 4.49
C 0.22 -5.21 4.96
C 0.87 -6.19 3.99
H -0.56 -2.01 5.19
H 0.05 -0.77 4.10
H -1.63 -1.30 3.99
H 0.83 -3.01 3.32
H -0.25 -2.28 2.15
H -0.84 -4.60 2.36
H -2.15 -3.61 2.94
H -1.82 -5.56 4.39
H -1.58 -4.08 5.28
H 0.09 -5.70 5.93
H 0.90 -4.37 5.13
H 0.23 -7.06 3.84
H 1.83 -6.54 4.37
H 1.05 -5.74 3.02
C 1.89 2.30 -3.17
C 2.47 0.91 -2.97
C 3.24 0.76 -1.66
C 4.47 1.66 -1.51
C 5.52 1.49 -2.61
C 6.12 0.09 -2.66
H 2.66 3.07 -3.21
H 1.33 2.35 -4.11
H 1.20 2.55 -2.36
H 3.12 0.65 -3.81
H 1.66 0.18 -2.98
H 3.54 -0.29 -1.54
H 2.56 0.97 -0.83
H 4.94 1.46 -0.54
H 4.15 2.71 -1.48
H 6.32 2.22 -2.43
H 5.09 1.75 -3.58
H 6.60 -0.16 -1.71
H 6.88 0.03 -3.44
H 5.37 -0.66 -2.88

---

# 3
This record from the OMol25 dataset describes C19H44FeN2O7PS as an isolated structure in a non-equilibrium geometry. The level of theory is ωB97M-V/def2-TZVPD.

As for the LUMO energy (alpha / beta): -1.7 / -2.1 eV. As for the expectation value of S²: 6.007. The spin multiplicity is 5. As for the energy relative to the best compared isomer or geometry (same formula, charge and spin): 1.309 eV. The total charge is +1. Its HOMO energy (alpha / beta) is -11.636 / -11.683 eV.

Cartesian coordinates (Å):
Fe 0.98 0.46 0.16
C -1.36 0.16 -2.10
O -0.64 -0.65 -1.18
C 0.07 -1.71 -1.81
C 0.58 -2.63 -0.71
O 1.11 -1.87 0.38
C 0.55 -2.20 1.65
C -0.85 -1.66 1.84
O -0.87 -0.28 1.51
C -1.77 0.49 2.29
H -2.14 -0.43 -2.59
H -0.69 0.57 -2.87
H -1.80 0.97 -1.53
H 0.90 -1.30 -2.39
H -0.60 -2.27 -2.46
H 1.39 -3.25 -1.12
H -0.22 -3.27 -0.35
H 1.21 -1.72 2.38
H 0.56 -3.28 1.81
H -1.12 -1.80 2.89
H -1.59 -2.18 1.22
H -2.77 0.06 2.25
H -1.78 1.49 1.87
H -1.43 0.54 3.33
C 1.10 2.88 -4.01
C 2.61 2.99 -3.84
C 3.32 1.95 -4.69
C 3.10 4.39 -4.17
O 3.03 2.78 -2.44
P 2.31 1.88 -1.38
O 1.06 2.47 -0.76
O 2.06 0.45 -1.82
O 3.33 1.78 -0.13
C 4.77 2.01 -0.06
C 5.51 1.15 -1.07
C 5.06 3.50 -0.26
C 5.14 1.59 1.36
H 0.81 3.23 -5.00
H 0.59 3.47 -3.26
H 0.80 1.84 -3.90
H 3.00 2.06 -5.73
H 3.08 0.95 -4.34
H 4.41 2.08 -4.65
H 2.87 4.64 -5.21
H 4.18 4.45 -4.03
H 2.62 5.12 -3.52
H 5.15 1.36 -2.08
H 5.35 0.09 -0.86
H 6.58 1.36 -1.03
H 4.97 3.77 -1.31
H 6.07 3.73 0.08
H 4.34 4.09 0.31
H 4.94 0.52 1.49
H 4.54 2.14 2.09
H 6.20 1.77 1.55
C 1.37 3.84 2.03
N 2.33 3.40 3.04
C 3.39 4.35 3.35
C 2.35 2.14 3.47
S 1.51 0.89 2.68
N 3.05 1.87 4.60
C 3.02 2.80 5.73
C 3.40 0.51 4.97
H 1.25 4.92 2.13
H 0.41 3.36 2.19
H 1.70 3.61 1.02
H 3.76 4.77 2.41
H 4.21 3.86 3.85
H 3.03 5.18 3.97
H 2.44 3.68 5.49
H 4.03 3.09 6.02
H 2.55 2.30 6.58
H 3.62 -0.08 4.09
H 2.59 0.02 5.52
H 4.28 0.54 5.61